# 1
Here is C21H23N5O5S2 as an isolated structure at a distorted geometry from the Open Molecules 2025 dataset. Energies are from the ωB97M-V functional and the def2-TZVPD basis.

Values from the calculation:
LUMO level, eV: -0.9
Gap between HOMO and LUMO, eV: 8.1
Electronic energy, eV: -61508.3465
HOMO energy, eV: -8.994

Geometry as XYZ:
```
56
Properties=species:S:1:pos:R:3:forces:R:3:lowdin_charge:R:1
O 5.893668 2.294140 -0.433609 0.23 -0.07 -0.17 0.06
C 5.703080 1.147324 -0.054234 -0.28 0.14 0.25 -0.39
N 4.532835 0.787703 0.536612 -0.09 0.11 0.16 -0.04
C 4.028210 -0.544110 0.775219 -0.16 -0.49 -0.24 -0.10
H 4.806981 -1.288210 0.640462 -0.16 0.08 0.06 0.12
C 2.864175 -0.828993 -0.182483 0.10 -0.36 0.25 -0.10
N 1.829849 0.175458 -0.027516 0.27 -0.14 -0.23 -0.05
C 0.632882 -0.192908 0.498036 -0.02 0.44 0.00 -0.41
O 0.417110 -1.358120 0.781801 -0.26 -0.34 0.18 0.06
C -0.416516 0.901466 0.670370 -0.11 -0.01 0.17 -0.22
C -1.547084 0.448978 1.604270 0.13 -0.16 -0.06 -0.12
C -2.439514 -0.612726 0.960120 0.02 -0.17 0.71 -0.19
N -2.914901 -0.220145 -0.350907 -1.04 0.63 -0.09 -0.25
S -4.234812 0.816259 -0.328822 0.04 -0.54 -0.16 0.68
O -4.287970 1.501864 -1.586709 0.09 -0.14 -0.11 -0.27
O -4.279930 1.594577 0.876063 -0.04 -0.29 0.03 -0.27
C -5.587576 -0.364760 -0.290891 1.09 -0.06 -0.09 -0.19
C -5.408550 -1.701017 -0.508290 0.30 0.53 0.06 -0.04
C -6.495907 -2.599932 -0.504975 -0.73 -0.11 0.07 -0.05
C -7.779515 -2.176343 -0.292300 0.28 -0.53 -0.11 -0.01
C -7.998378 -0.805690 -0.078175 0.33 1.05 0.10 -0.35
N -9.157844 -0.180107 0.133528 -0.71 -0.17 0.06 -0.24
S -8.866379 1.388985 0.305746 0.69 -0.94 -0.20 1.04
N -7.276600 1.371027 0.126783 0.26 0.72 0.05 -0.22
C -6.886890 0.115249 -0.079281 -1.28 0.10 0.20 -0.34
H -8.616492 -2.855840 -0.288984 -0.06 -0.11 -0.01 0.12
H -6.298568 -3.647025 -0.676921 0.00 -0.08 -0.01 0.11
H -4.410169 -2.067914 -0.684650 0.09 -0.04 -0.02 0.11
C -1.849408 0.148098 -1.256319 0.21 0.42 -0.57 -0.18
C -1.009384 1.293175 -0.692866 0.04 -0.17 -0.02 -0.11
H -0.225335 1.552462 -1.405939 0.00 0.07 -0.02 0.11
H -1.664400 2.157581 -0.560864 0.09 0.08 -0.04 0.12
H -2.319095 0.448939 -2.193029 0.26 -0.09 -0.05 0.12
H -1.230876 -0.739360 -1.423258 -0.10 0.00 -0.02 0.14
H -3.317824 -0.784949 1.584575 0.11 -0.13 0.12 0.12
H -1.881446 -1.545898 0.849238 -0.17 0.09 0.02 0.12
H -1.125484 0.041985 2.524486 -0.03 0.02 0.02 0.13
H -2.165870 1.313928 1.847260 0.10 -0.02 0.05 0.11
H 0.058812 1.774845 1.128580 -0.02 -0.06 -0.08 0.14
C 2.336109 1.506514 -0.274541 0.15 0.32 0.22 -0.12
H 1.565305 2.261793 -0.149016 -0.02 -0.04 -0.04 0.11
C 3.502482 1.795324 0.680489 -0.09 0.42 -0.25 -0.11
H 3.947517 2.765179 0.453003 -0.11 -0.12 0.09 0.12
H 3.143041 1.784145 1.715110 -0.02 0.01 -0.04 0.14
H 2.704855 1.553641 -1.306388 -0.05 0.07 0.06 0.14
H 2.422606 -1.802033 0.036589 0.11 0.12 -0.09 0.12
H 3.225063 -0.811624 -1.216967 0.02 -0.02 0.04 0.14
H 3.663523 -0.598698 1.807511 0.03 -0.05 -0.06 0.14
C 6.790419 0.166109 -0.208474 1.01 0.47 -0.77 -0.17
C 7.944516 0.374048 -0.924053 -0.81 0.00 0.37 0.01
C 8.732326 -0.783492 -0.760133 -0.20 -0.42 0.32 -0.04
C 8.012751 -1.611170 0.047231 0.69 0.04 -0.39 -0.10
O 6.842234 -1.052385 0.384887 -0.32 -0.04 0.27 0.02
H 8.216738 -2.588081 0.439863 -0.07 -0.12 0.10 0.12
H 9.698671 -0.972552 -1.179424 0.20 -0.11 -0.05 0.10
H 8.176971 1.253286 -1.487801 -0.02 0.22 -0.07 0.12
```
Positions in Å, forces in eV/Å.

=====

# 2
Here is C21H23N6O6PRhS as an isolated structure from the Open Molecules 2025 dataset. Energies are from the ωB97M-V functional and the def2-TZVPD basis.

Values from the calculation:
LUMO level (spin up / spin down), eV: -0.2 / -1.7
Gap between HOMO and LUMO (spin up / spin down), eV: 4.1 / 6.0
Electronic energy, eV: -66503.8351
HOMO energy (spin up / spin down), eV: -4.290 / -7.772
⟨S²⟩: 8.79
Multiplicity: 6

Geometry as XYZ:
```
59
Properties=species:S:1:pos:R:3:forces:R:3:lowdin_spin:R:1
Rh -0.484174 0.133351 0.160761 0.27 0.37 -0.40 2.77
O 0.244581 0.003617 2.216379 0.00 0.02 -0.01 0.18
N -0.502174 -0.444518 3.204697 -0.04 -0.05 -0.01 0.02
C 0.043846 -0.440960 4.443847 0.01 -0.01 0.04 -0.01
C -0.657517 -0.895340 5.523055 0.03 0.01 0.00 0.01
C -1.959531 -1.369467 5.330435 -0.04 -0.01 -0.05 -0.01
C -2.496329 -1.363191 4.069409 -0.04 -0.03 0.09 0.02
C -1.762941 -0.888447 2.970348 0.04 0.05 -0.06 0.02
S -2.378947 -0.827776 1.376981 0.06 0.11 -0.04 0.27
H 1.051194 -0.056046 4.472811 0.00 0.00 0.01 0.00
H -0.196779 -0.881460 6.499478 0.01 0.01 -0.01 0.00
H -2.538168 -1.736178 6.166985 0.00 0.00 0.00 0.00
H -3.499026 -1.718111 3.879155 0.01 0.00 0.00 0.00
N 2.810202 -1.839240 -1.773132 -0.06 -0.05 -0.04 0.00
C 3.659790 -1.131147 -0.950037 0.05 0.00 -0.02 0.00
C 2.858559 -0.412301 -0.117721 0.07 0.10 -0.01 0.01
N 1.554572 -0.668195 -0.421786 -0.10 -0.22 0.03 0.08
C 1.544345 -1.529191 -1.415571 0.28 0.12 0.17 0.01
C 0.281159 -2.001707 -1.932494 -0.30 -0.11 -0.09 0.00
N -0.827561 -1.660417 -1.318696 0.00 -0.12 0.25 0.09
C -1.864721 -2.159511 -2.048582 -0.04 0.01 -0.13 0.01
C -1.369064 -2.824381 -3.129951 -0.10 0.00 -0.02 0.01
N -0.001089 -2.724886 -3.039657 0.14 0.06 0.00 0.00
H 3.094423 -2.479304 -2.492889 0.01 0.00 -0.01 0.00
H 4.728956 -1.200331 -1.041061 -0.02 0.00 0.00 0.00
H 3.122970 0.285262 0.657953 0.00 -0.02 -0.01 0.00
H -2.890700 -1.984651 -1.772407 0.02 -0.04 0.01 0.00
H -1.851615 -3.335226 -3.943898 0.01 0.01 0.02 0.00
H 0.648082 -3.043186 -3.736763 0.01 -0.02 0.00 0.00
C 1.159428 4.607264 1.161866 -0.05 0.00 -0.05 0.01
P -0.023635 3.467293 0.411465 -0.08 0.33 -0.07 0.01
C -0.473015 4.193240 -1.175953 -0.05 0.01 0.12 0.00
C -1.474964 3.520910 1.477604 0.07 0.06 -0.08 0.00
O 0.619590 2.111438 0.311142 0.09 -0.32 0.33 0.08
H 0.738149 5.607544 1.269607 -0.02 -0.02 0.00 0.00
H 2.049016 4.661782 0.534261 0.00 -0.01 0.00 0.00
H 1.439510 4.222544 2.142406 0.02 0.01 -0.01 0.00
H -0.461625 5.282116 -1.117190 0.00 0.00 0.02 0.00
H -1.462289 3.854140 -1.483547 0.07 0.03 0.01 0.00
H 0.250105 3.861610 -1.921634 0.01 0.00 0.01 0.00
H -1.938769 4.507758 1.422655 0.01 -0.02 0.01 0.00
H -1.180505 3.319452 2.508065 0.01 -0.04 -0.01 0.00
H -2.183986 2.771006 1.133031 -0.03 -0.02 -0.02 0.00
O -0.213069 0.787250 -2.013929 -0.22 0.05 -0.02 0.25
C -1.376187 1.341244 -2.013761 0.00 -0.02 -0.11 0.11
O -1.917357 1.486749 -0.841467 -0.30 -0.26 0.09 0.24
C -2.039559 1.774060 -3.196852 0.22 0.02 0.02 0.12
C -1.375423 1.709335 -4.454000 -0.04 -0.03 0.05 0.05
C -1.972819 2.169432 -5.590510 0.04 -0.03 -0.01 0.04
C -3.275543 2.716267 -5.523688 -0.10 0.11 -0.23 0.12
C -3.958370 2.775777 -4.287587 -0.06 0.00 0.07 0.04
C -3.352452 2.317523 -3.152870 0.02 0.01 -0.03 0.05
N -3.888223 3.204115 -6.687560 0.15 -0.14 0.26 0.10
O -3.264397 3.131761 -7.764119 -0.06 0.03 -0.02 0.13
O -5.031803 3.689023 -6.601440 0.00 0.01 -0.07 0.13
H -0.376712 1.290758 -4.489885 -0.01 0.02 0.00 0.00
H -1.478329 2.132956 -6.549866 0.00 0.00 0.01 0.00
H -4.959675 3.180133 -4.272026 0.02 0.01 0.00 0.00
H -3.875406 2.351819 -2.205342 0.02 0.01 0.01 0.00
```
Positions in Å, forces in eV/Å.

=====

# 3
Here is C21H23NO5 as an isolated structure at a distorted geometry from the Open Molecules 2025 dataset. Energies are from the ωB97M-V functional and the def2-TZVPD basis.

Values from the calculation:
LUMO level, eV: 0.4
Gap between HOMO and LUMO, eV: 8.6
Electronic energy, eV: -33859.0084
HOMO energy, eV: -8.131

Geometry as XYZ:
```
50
Properties=species:S:1:pos:R:3:forces:R:3:lowdin_charge:R:1
C -3.719231 -3.904664 -0.710754 -4.02 5.51 -8.07 -0.06
O -3.740149 -2.518952 -0.693690 -1.05 1.87 -0.36 -0.08
C -2.905113 -1.757080 0.164308 -4.79 -1.76 -3.64 -0.17
C -2.019122 -2.464108 0.933683 -3.21 -7.40 -4.93 -0.12
C -1.302432 -1.821277 1.672477 8.77 8.62 11.25 -0.13
C -1.613824 -0.373382 1.959906 0.35 -2.01 -1.07 -0.06
C -2.616986 0.201391 1.286433 -1.57 3.99 -4.36 -0.06
C -3.314764 -0.442418 0.147448 2.58 -0.04 4.30 -0.22
O -4.329753 0.119869 -0.585338 1.62 -0.30 1.12 0.09
H -4.664731 -0.664897 -0.992618 -1.06 -0.89 -1.07 0.09
C -2.805132 2.025120 1.184523 -0.36 -5.08 -1.15 -0.06
N -2.034179 2.742024 0.191454 3.09 -3.38 4.39 -0.14
C -0.504014 2.574390 0.492755 -6.00 13.36 9.10 -0.20
C 0.362966 1.726626 0.034991 3.30 -6.63 -7.55 -0.35
C 1.795227 1.835800 0.181769 1.05 2.11 5.40 -0.21
O 2.170333 2.907514 0.749296 0.09 -2.78 -2.41 0.04
C 2.751661 0.518813 0.224931 -4.10 8.92 0.18 -0.18
C 2.241990 -0.686856 0.110798 4.12 -1.41 -1.38 -0.02
C 3.276540 -1.585364 -0.159538 -11.30 -8.14 1.33 -0.03
C 4.484595 -1.348326 0.040103 9.01 -1.25 -2.29 -0.23
C 4.919095 -0.084202 -0.022538 -0.68 6.33 4.65 -0.14
C 3.974803 1.061005 0.352349 6.65 -4.09 -2.79 0.12
H 4.420042 2.098052 0.369487 -1.40 -1.33 0.17 0.16
O 6.271490 -0.020324 0.228982 -0.12 0.56 -3.72 0.03
C 6.729627 -1.244474 -0.336462 0.72 -3.41 10.01 -0.15
O 5.666988 -2.212176 -0.192937 -2.96 1.85 0.00 -0.03
H 7.343072 -1.709702 -1.013192 1.56 1.18 -3.37 0.10
H 7.373003 -1.560576 0.742321 -0.62 0.53 -3.07 0.18
H 2.750733 -2.744590 -0.089684 2.30 2.91 -0.72 0.21
H 1.260746 -0.904194 0.098305 -3.10 -0.80 -0.18 0.08
H 0.020997 0.789296 0.344011 0.02 -2.23 0.48 0.11
C 0.110423 1.612026 -1.651245 -0.08 6.02 4.72 -0.09
C -1.309699 1.490784 -1.810145 -2.17 -4.70 -3.24 -0.25
C -2.188239 2.410786 -1.150583 -1.29 7.28 -1.72 -0.29
H -3.262831 2.294112 -1.286005 0.20 -0.20 -0.78 0.11
H -1.863714 3.710808 -1.533428 -0.98 -3.52 -0.29 0.20
H -1.485372 1.516162 -3.078763 -0.19 -0.50 3.68 0.20
H -1.659137 0.484602 -1.222513 0.86 1.37 -2.24 0.16
H 0.715491 0.884966 -1.966796 2.23 -2.56 -1.86 0.07
H 0.370014 2.720764 -1.834571 0.26 -1.74 -0.81 0.16
H -0.321106 2.696396 1.850341 -0.96 -0.83 -3.65 0.22
H -0.308602 3.788970 0.454263 0.70 -2.95 -0.84 0.18
H -2.667109 2.133218 2.217448 0.52 1.62 1.13 0.08
H -3.837553 1.887490 0.932646 -0.69 1.19 -0.18 0.08
H -1.088771 0.376935 2.524992 0.82 -0.69 0.75 0.10
H -0.409568 -2.168026 2.423610 -2.32 0.17 -2.23 0.17
H -1.800851 -3.600580 0.948087 -1.03 1.94 -0.85 0.17
H -4.397347 -4.361854 -1.473521 -0.35 1.17 0.45 0.14
H -3.927674 -4.303656 0.061274 -2.31 -5.07 10.52 0.00
H -2.912824 -4.126230 -1.118668 7.91 -2.78 -2.81 0.03
```
Positions in Å, forces in eV/Å.

=====

# 4
Here is a 4-piece molecular cluster, C21H24BrN3O9PS overall at a distorted geometry from the Open Molecules 2025 dataset. Energies are from the ωB97M-V functional and the def2-TZVPD basis.

Values from the calculation:
LUMO level, eV: -5.3
Net charge: +1
Gap between HOMO and LUMO, eV: 6.4
Electronic energy, eV: -135213.5351
HOMO energy, eV: -11.679

Geometry as XYZ:
```
60
Properties=species:S:1:pos:R:3:forces:R:3:lowdin_charge:R:1
O 5.536554 1.434091 3.457798 0.33 3.36 -5.90 -0.37
P 5.830400 2.145895 2.044591 4.17 -6.08 6.49 0.56
O 7.373127 2.987602 2.263483 -3.02 -2.04 -2.42 -0.20
O 6.047966 0.907318 0.832414 -0.37 2.24 2.40 -0.22
S 4.376894 3.645862 1.542922 -0.82 1.13 -1.27 0.91
C 2.829417 2.857287 0.746548 -1.57 -1.72 -0.70 -0.38
C 2.051701 1.828489 1.758689 0.15 -0.28 1.00 -0.29
C 0.520290 2.263491 2.152757 0.46 -1.45 1.79 -0.57
Br -0.612616 2.870416 0.620603 1.02 -0.16 1.10 0.61
H 8.046438 2.630547 1.603642 -1.11 0.63 0.91 0.11
H 6.234111 0.032835 1.327400 -0.58 1.89 -0.55 0.13
H 4.015165 4.237452 2.782588 0.35 -1.33 -0.97 0.07
H 2.180460 3.747296 0.346054 1.32 -1.47 1.02 0.09
H 3.159245 2.215872 -0.198770 -0.05 1.73 2.03 0.14
H 2.659769 1.793375 2.783678 -1.33 0.00 -2.12 0.12
H 2.080907 0.713374 1.342049 -0.16 2.69 0.69 0.11
H 0.517911 3.027588 3.062174 -0.08 -1.30 -2.36 0.10
H -0.001048 1.279857 2.583613 1.16 2.19 -1.13 0.09
C 2.204679 -3.819561 -3.051004 -0.05 0.15 0.12 -0.05
C 2.255283 -4.225705 -1.716602 -0.15 0.36 0.03 -0.06
C 1.809950 -3.369971 -0.707250 0.02 -0.06 0.01 0.00
C 1.309317 -2.105694 -1.047458 0.30 -0.57 -0.67 -0.14
C 1.264529 -1.692424 -2.385616 0.04 0.03 0.08 -0.01
C 1.715369 -2.555868 -3.386054 0.13 -0.13 0.31 -0.06
N 0.816013 -1.211466 0.006809 -0.34 0.29 0.35 -0.32
O 0.890038 -1.605937 1.180102 -0.12 0.79 -1.32 0.04
O 0.350152 -0.115569 -0.336736 0.66 -1.34 0.70 0.01
H 2.547816 -4.492472 -3.835000 -0.07 0.15 0.17 0.11
H 2.639362 -5.211535 -1.463272 -0.10 0.23 0.01 0.11
H 1.855928 -3.701357 0.327846 -0.11 0.24 -0.21 0.12
H 0.883052 -0.712074 -2.663350 0.03 -0.28 0.22 0.11
H 1.681887 -2.245470 -4.428061 -0.07 -0.01 0.32 0.10
C -4.476718 1.738850 -4.116463 0.11 -0.05 -0.06 -0.07
C -3.827280 0.824483 -3.285618 0.17 0.05 -0.33 -0.06
C -2.684967 0.159219 -3.734994 0.01 0.05 -0.05 0.00
C -2.196815 0.421859 -5.022433 -0.79 0.44 0.34 -0.14
C -2.851255 1.333578 -5.861444 0.02 0.00 0.02 0.00
C -3.994415 1.990659 -5.401989 0.22 -0.27 0.23 -0.06
N -0.981826 -0.255251 -5.491257 0.86 -0.31 -0.78 -0.31
O -0.442523 -1.068945 -4.726562 -0.67 1.08 -1.07 0.03
O -0.562680 0.028378 -6.622588 -0.56 -0.53 1.83 0.08
H -5.363817 2.259322 -3.759578 0.19 -0.13 -0.08 0.11
H -4.210093 0.632458 -2.285550 0.12 0.00 -0.21 0.11
H -2.190291 -0.550382 -3.075360 0.01 0.14 -0.31 0.12
H -2.486124 1.543199 -6.864681 0.06 -0.19 0.30 0.12
H -4.507819 2.702471 -6.044629 0.15 -0.18 0.10 0.11
C -2.202249 -2.462890 5.111744 -0.07 0.10 -0.05 -0.07
C -3.328011 -1.889817 5.705367 0.13 0.13 -0.36 -0.06
C -4.032879 -0.883298 5.042440 0.03 0.01 -0.08 0.00
C -3.602247 -0.459563 3.777617 0.49 -0.73 0.52 -0.14
C -2.467920 -1.027765 3.182711 -0.03 0.01 0.06 -0.01
C -1.769504 -2.031624 3.856617 -0.30 0.17 0.16 -0.07
N -4.353802 0.580238 3.064560 -0.89 1.01 -0.52 -0.33
O -5.340670 1.071567 3.632355 1.56 -0.75 -0.91 0.07
O -3.961247 0.904191 1.934518 -0.50 -0.41 1.53 0.04
H -1.659196 -3.251336 5.630058 -0.12 0.17 -0.11 0.11
H -3.658218 -2.230230 6.684466 0.03 0.12 -0.22 0.11
H -4.908233 -0.446846 5.518486 0.19 0.01 -0.31 0.12
H -2.119764 -0.704963 2.203766 -0.25 0.04 0.20 0.11
H -0.889499 -2.481102 3.401857 -0.19 0.14 0.03 0.10
```
Positions in Å, forces in eV/Å.